# 1
Formula: C20H27HfN8S2
Source: the Open Molecules 2025 dataset
Level of theory: ωB97M-V/def2-TZVPD

## Properties
Max |F| ... 1.71 eV Å⁻¹
Lowest unoccupied orbital energy ... -4.2 eV
E ... -2060.6457 Ha
HOMO-LUMO gap ... 5.455 eV

```
! RIJCOSX wB97M-V def2-TZVPD def2/J DEFGRID3
* xyz 1 1
Hf -1.365 -0.668 -0.037
C 1.073 -4.173 1.180
C 0.381 -3.047 0.503
N -0.552 -2.344 1.059
N -0.951 -2.633 2.340
C -1.970 -1.901 2.784
N -2.348 -2.186 4.035
S -2.866 -0.629 1.973
C 0.723 -2.672 -0.908
C 1.607 -3.400 -1.672
C 1.839 -3.006 -2.985
C 1.176 -1.907 -3.500
C 0.302 -1.218 -2.680
N 0.102 -1.586 -1.410
H 0.735 -4.250 2.207
H 0.860 -5.114 0.665
H 2.155 -4.021 1.159
H -1.916 -2.958 4.514
H -3.154 -1.738 4.434
H 2.101 -4.266 -1.256
H 2.531 -3.564 -3.602
H 1.325 -1.584 -4.520
H -0.258 -0.357 -3.027
C -2.157 3.421 -1.157
C -1.539 2.175 -0.600
N -1.834 0.931 -1.171
N -2.663 0.878 -2.313
C -3.197 -0.278 -2.535
N -3.946 -0.420 -3.671
S -3.056 -1.752 -1.538
C -0.722 2.190 0.484
C -0.594 3.314 1.388
C -0.213 3.139 2.657
C 0.067 1.783 3.135
C 0.142 0.757 2.300
N -0.029 0.922 0.856
H -2.566 3.220 -2.143
H -2.973 3.768 -0.519
H -1.418 4.218 -1.225
H -4.210 0.423 -4.152
H -4.564 -1.209 -3.737
H -0.873 4.296 1.027
H -0.152 3.974 3.340
H 0.205 1.596 4.192
H 0.385 -0.247 2.624
C 2.388 2.996 -0.412
C 2.391 1.801 0.540
C 3.755 1.113 0.525
C 1.316 0.772 0.176
H 3.121 3.739 -0.094
H 1.415 3.484 -0.459
H 2.658 2.677 -1.424
H 2.193 2.151 1.555
H 3.955 0.666 -0.456
H 3.815 0.322 1.277
H 4.553 1.828 0.726
H 1.141 0.804 -0.901
H 1.673 -0.226 0.449
*
```

Mulliken population analysis, charges in e, atoms 1 to 6: -1.55, -1.76, 1.46, 0.80, -1.68, 0.70



# 2
Formula: C21H23CrF3N2O7S2
Source: the Open Molecules 2025 dataset
Level of theory: ωB97M-V/def2-TZVPD

## Properties
Max |F| ... 0.23 eV Å⁻¹
Lowest unoccupied orbital energy (spin up / spin down) ... -3.6 / -3.9 eV
⟨S²⟩ ... 3.776
E ... -3590.5208 Ha
HOMO-LUMO gap (spin up / spin down) ... 7.702 / 7.583 eV

```
! RIJCOSX wB97M-V def2-TZVPD def2/J DEFGRID3
* xyz 1 4
Cr 0.523 1.132 0.795
C -1.095 -6.000 0.486
C -1.387 -4.527 0.553
C -1.445 -3.751 -0.601
C -1.736 -2.397 -0.544
C -1.955 -1.803 0.692
C -1.900 -2.557 1.858
C -1.622 -3.910 1.778
S -2.358 -0.090 0.863
O -2.098 0.256 2.234
O -3.649 0.153 0.296
N -1.230 0.759 0.010
C -1.225 0.667 -1.400
C -2.301 0.729 -2.249
C -2.113 0.567 -3.641
C -0.875 0.374 -4.186
C 0.260 0.358 -3.341
C 1.591 0.221 -3.791
C 2.624 0.268 -2.895
C 2.346 0.453 -1.535
N 1.112 0.554 -1.077
C 0.064 0.506 -1.958
H -0.860 -6.314 -0.529
H -1.954 -6.578 0.829
H -0.252 -6.258 1.129
H -1.276 -4.215 -1.565
H -1.810 -1.833 -1.462
H -2.061 -2.079 2.813
H -1.584 -4.497 2.688
H -3.293 0.869 -1.845
H -2.983 0.599 -4.284
H -0.745 0.251 -5.253
H 1.783 0.091 -4.849
H 3.653 0.175 -3.213
H 3.144 0.525 -0.808
C 0.626 3.680 -1.157
O 0.786 3.088 0.145
C 1.115 4.062 1.155
C 1.225 3.314 2.466
O 0.191 2.312 2.518
C -1.088 2.895 2.894
H 1.606 3.909 -1.576
H 0.037 4.591 -1.060
H 0.095 2.976 -1.788
H 0.325 4.815 1.167
H 2.063 4.542 0.904
H 1.116 3.995 3.309
H 2.173 2.793 2.552
H -0.927 3.495 3.788
H -1.766 2.078 3.091
H -1.472 3.510 2.080
F 2.512 -1.980 0.092
C 3.043 -1.768 1.293
F 4.307 -1.386 1.149
F 2.979 -2.873 2.008
S 2.122 -0.429 2.174
O 2.455 -0.540 3.542
O 0.695 -0.613 1.781
O 2.490 0.840 1.478
*
```

Mulliken population analysis, charges in e, atoms 1 to 6: -0.43, -1.48, 0.97, -1.23, 0.01, 0.35



# 3
Formula: C4H14N2O
Source: the Open Molecules 2025 dataset
Level of theory: ωB97M-V/def2-TZVPD

## Properties
Max |F| ... 2.44 eV Å⁻¹
Lowest unoccupied orbital energy ... 0.6 eV
E ... -345.5095 Ha
HOMO-LUMO gap ... 9.769 eV

```
! RIJCOSX wB97M-V def2-TZVPD def2/J DEFGRID3
* xyz 0 1
C -2.353 -0.084 0.377
C -0.887 0.016 0.703
C -0.115 -1.161 0.032
C 1.052 -0.790 -0.925
N 1.195 -1.725 -2.089
N -0.626 0.025 2.159
H -2.849 0.903 0.504
H -2.541 -0.361 -0.655
H -2.956 -0.585 1.138
H -0.503 0.937 0.248
H -0.879 -1.808 -0.390
H 0.499 -1.688 0.780
H 0.781 0.225 -1.214
H 2.042 -0.748 -0.470
H 2.093 -2.156 -1.982
H 1.225 -1.135 -2.905
H 0.270 0.466 2.332
H -1.332 0.607 2.587
H 2.344 3.679 -0.178
H 1.938 2.308 0.230
O 1.603 3.075 -0.283
*
```

Mulliken population analysis, charges in e, atoms 1 to 6: -1.74, 1.03, -0.96, -0.38, -0.68, -0.76



# 4
Formula: C19H27AuBrFNSb
Source: the Open Molecules 2025 dataset
Level of theory: ωB97M-V/def2-TZVPD

## Properties
Max |F| ... 0.83 eV Å⁻¹
Lowest unoccupied orbital energy (spin up / spin down) ... -6.0 / -9.3 eV
⟨S²⟩ ... 2.037
E ... -3844.1057 Ha
HOMO-LUMO gap (spin up / spin down) ... 7.963 / 5.957 eV

```
! RIJCOSX wB97M-V def2-TZVPD def2/J DEFGRID3
* xyz 2 3
Au -0.182 0.127 -0.097
C 0.382 5.800 -0.376
C 0.195 4.614 0.519
C -0.127 4.741 1.869
C -0.309 3.618 2.662
C -0.162 2.378 2.074
Br -0.478 0.793 3.057
N 0.158 2.235 0.791
C 0.326 3.321 0.030
H 0.456 6.717 0.203
H -0.463 5.904 -1.059
H 1.281 5.698 -0.983
H -0.251 5.726 2.300
H -0.573 3.703 3.706
H 0.573 3.142 -1.010
C 4.605 2.003 -1.105
C 4.362 0.513 -1.278
Sb 2.655 -0.229 -0.137
C 3.216 0.263 1.907
C 4.662 -0.106 2.204
C 2.719 -2.390 -0.429
C 4.149 -2.912 -0.413
H 5.526 2.270 -1.626
H 4.729 2.284 -0.059
H 3.801 2.598 -1.537
H 5.186 -0.082 -0.880
H 4.196 0.241 -2.319
H 2.519 -0.274 2.546
H 3.031 1.332 2.014
H 4.828 -1.181 2.158
H 4.896 0.215 3.221
H 5.372 0.388 1.542
H 2.232 -2.579 -1.384
H 2.113 -2.817 0.369
H 4.754 -2.489 -1.214
H 4.124 -3.992 -0.567
H 4.646 -2.734 0.540
F -3.719 -5.539 -0.046
C -3.358 -4.286 -0.184
C -2.836 -3.869 -1.413
C -2.451 -2.565 -1.550
C -2.595 -1.641 -0.477
C -2.279 -0.261 -0.663
C -3.120 -2.115 0.757
C -3.507 -3.418 0.902
H -2.768 -4.574 -2.230
H -2.058 -2.213 -2.496
H -2.789 0.427 0.009
H -2.285 0.068 -1.701
H -3.234 -1.425 1.584
H -3.942 -3.787 1.822
*
```

Mulliken population analysis, charges in e, atoms 1 to 6: 0.60, -1.40, 0.54, -0.34, -0.65, 0.26



Which of these has the lowest max |F|?
C21H23CrF3N2O7S2



Which formula does entry 3 have?
C4H14N2O